# 1
ORCA calculation (ωB97M-V/def2-TZVPD) on a structure of composition C27H18Cl2CsF6N5O7S3 in a non-equilibrium geometry.

Each line ends with the Mulliken charge.
CARTESIAN COORDINATES (ANGSTROEM)
C: -5.01 -0.99 -0.34  -1.04
C: -3.63 -0.89 -0.54  0.09
H: -3.29 -3.92 -2.07  0.48
C: 0.43 -0.51 -5.35  -0.50
S: 4.03 0.66 -1.06  0.98
C: -1.97 -5.36 2.22  -0.47
F: 6.46 1.33 -1.83  -0.22
H: 0.78 -1.24 -6.07  0.36
N: -1.11 2.11 1.06  0.17
N: 4.29 1.76 0.05  -0.53
C: -3.00 -2.01 -1.17  -0.23
H: -1.26 -5.60 -1.07  0.43
C: -2.41 2.33 0.91  0.42
H: 2.09 0.82 -5.68  0.36
C: 1.17 0.65 -5.14  -0.50
O: 4.54 -0.65 -0.74  -0.65
H: -1.26 -1.68 -4.74  0.34
C: 5.21 1.32 -2.31  0.44
F: 4.93 0.89 3.70  -0.25
H: -2.14 3.42 -4.06  0.42
O: 0.04 3.65 -2.31  -0.82
H: -1.86 -3.49 3.27  0.38
C: -0.42 1.33 -3.49  0.10
C: -0.82 4.33 1.90  -0.67
C: -1.15 0.17 -3.68  0.13
F: 4.64 -0.75 2.32  -0.20
O: 3.70 2.84 2.18  -0.68
H: -1.96 -7.03 0.86  0.38
S: 3.68 1.58 1.48  1.07
C: -1.79 -5.97 0.98  -0.41
O: -4.58 1.59 0.44  -0.86
F: 5.19 0.52 -3.38  -0.22
C: -0.72 -0.75 -4.62  -0.47
C: -2.98 3.57 1.24  -0.64
F: 6.16 0.74 1.92  -0.25
H: -3.12 2.22 -3.13  0.37
H: 1.31 2.48 -3.98  0.47
H: -2.59 5.54 1.98  0.38
F: 4.90 2.55 -2.69  -0.22
C: 4.93 0.55 2.40  0.55
H: -0.14 5.08 2.28  0.42
S: -0.92 2.51 -2.23  1.25
H: -2.01 -0.05 -3.06  -0.22
Cl: -6.02 -4.59 -1.84  -0.28
N: -2.82 0.17 -0.13  0.22
N: -1.64 -2.00 -1.50  0.36
H: -2.84 3.85 -2.46  0.37
O: 0.40 -2.98 -1.34  -0.80
H: -4.04 3.69 1.09  0.44
C: -0.34 3.08 1.55  0.09
C: -5.14 -3.17 -1.33  -0.04
C: -2.17 4.58 1.73  -0.44
H: 0.71 2.84 1.66  0.13
C: 0.74 1.58 -4.20  -0.52
O: 2.47 0.78 1.52  -0.64
C: -0.82 -2.90 -1.03  -0.68
N: -1.40 -3.23 1.29  -0.22
C: -2.42 3.05 -3.07  -1.21
O: 2.74 0.75 -1.68  -0.47
C: -5.75 -2.10 -0.71  0.07
H: -5.52 -0.16 0.14  0.64
C: -1.25 -3.81 0.10  0.92
C: -3.38 1.26 0.37  0.03
Cs: 0.62 -0.35 -0.26  1.30
Cl: -7.47 -2.11 -0.38  -0.28
C: -1.75 -4.00 2.32  -0.43
C: -1.42 -5.18 -0.09  -0.51
H: -2.27 -5.93 3.09  0.36
C: -3.77 -3.10 -1.56  -0.33

Output
gap between HOMO and LUMO: 5.92 eV
total charge: -2

# 2
ORCA calculation (ωB97M-V/def2-TZVPD) on a structure of composition C7H28BrN14O7Y in a non-equilibrium geometry.

Each line ends with the Mulliken charge.
CARTESIAN COORDINATES (ANGSTROEM)
H: 10.30 19.05 -26.44  0.17
H: 12.77 20.42 -28.23  0.19
H: 11.20 19.00 -27.94  0.19
H: 6.89 19.84 -24.84  0.20
N: 5.78 24.04 -23.41  -0.63
H: 11.64 26.56 -20.19  0.18
C: 9.14 23.54 -27.17  0.60
N: 9.67 26.90 -23.19  -0.39
C: 8.90 25.92 -23.65  0.51
O: 7.42 22.65 -24.06  -0.23
H: 7.33 27.22 -24.05  0.18
H: 9.10 20.33 -19.33  0.18
Y: 10.19 22.60 -23.89  2.03
C: 12.02 24.84 -21.37  0.50
N: 9.34 18.51 -23.48  -0.39
H: 7.03 21.01 -19.71  0.19
H: 10.30 25.60 -20.75  0.28
H: 13.79 23.94 -21.36  0.28
O: 11.13 21.26 -25.76  -0.47
H: 4.56 23.24 -25.37  0.16
N: 9.90 24.52 -27.69  -0.47
H: 10.73 24.72 -27.15  0.21
O: 9.28 24.73 -23.77  -0.57
N: 11.00 19.43 -27.06  -0.39
H: 6.76 22.35 -20.73  0.13
N: 5.50 22.88 -25.33  -0.40
N: 8.30 23.00 -28.11  -0.43
H: 12.83 22.02 -27.48  0.24
H: 6.93 18.17 -24.35  0.19
H: 4.79 24.18 -23.56  0.17
C: 8.56 19.50 -23.96  0.31
H: 6.10 23.99 -22.45  0.19
H: 9.02 17.57 -23.33  0.18
H: 10.27 18.79 -23.16  0.11
N: 13.30 24.76 -21.03  -0.43
N: 9.41 20.70 -20.20  -0.39
H: 9.34 27.83 -23.04  0.18
N: 12.36 21.16 -27.67  -0.42
H: 5.95 22.54 -26.16  0.17
H: 9.78 24.70 -28.67  0.17
N: 7.37 19.07 -24.40  -0.41
Br: 12.12 20.71 -22.75  -0.70
H: 8.20 23.57 -28.93  0.14
H: 10.40 20.70 -20.42  0.18
N: 7.41 21.67 -20.37  -0.40
N: 11.29 25.77 -20.70  -0.42
H: 6.95 25.53 -24.11  0.21
C: 6.27 23.04 -24.20  0.60
H: 7.68 22.23 -27.95  0.20
O: 11.43 24.05 -22.13  -0.63
C: 8.64 21.56 -20.89  0.35
C: 11.51 20.65 -26.77  0.48
N: 7.62 26.26 -23.95  -0.36
O: 9.16 23.08 -26.03  -0.30
O: 9.05 20.61 -24.20  0.25
H: 13.62 25.23 -20.20  0.20
H: 10.60 26.69 -22.87  0.23
O: 9.06 22.24 -21.84  -0.06

Output
gap between HOMO and LUMO: 8.54 eV
ΔE to the lowest compared entry with this formula, charge and spin: 229.6 kJ/mol
total charge: +2

# 3
ORCA calculation (ωB97M-V/def2-TZVPD) on a cluster of 2 separate species, C5H11NP in total in a non-equilibrium geometry.

Each line ends with the Mulliken charge.
CARTESIAN COORDINATES (ANGSTROEM)
P: -1.81 2.49 -1.44  0.15
H: 0.08 -2.16 -1.32  0.25
N: 0.80 -0.77 0.08  0.14
H: -2.89 2.18 -0.51  0.05
C: -0.32 2.05 -0.96  -0.50
C: 1.98 -1.14 -0.64  -0.41
H: 0.85 0.81 1.15  0.66
C: -0.79 -0.53 1.91  -1.09
H: -1.64 0.19 1.78  0.26
H: 2.09 -0.54 -1.52  0.24
C: 0.36 -0.08 1.09  -0.10
H: 0.57 2.28 -1.58  0.25
H: -2.72 3.23 -2.42  0.11
H: 2.94 -1.03 -0.08  0.28
H: 1.04 -2.97 0.23  0.32
C: 0.84 -2.10 -0.43  -0.37
H: -0.61 -0.34 2.88  0.40
H: -0.77 -1.57 1.77  0.35

Output
gap between HOMO and LUMO: 8.28 eV
ΔE to the lowest compared entry with this formula, charge and spin: 520.7 kJ/mol
total charge: +1

# 4
ORCA calculation (ωB97M-V/def2-TZVPD) on the molecule C5H10O3.

Each line ends with the Mulliken charge.
CARTESIAN COORDINATES (ANGSTROEM)
C: 0.53 0.15 -0.99  -1.09
H: 0.88 -0.77 -1.47  0.35
H: 1.19 0.98 -1.23  0.34
C: 0.15 -1.47 1.01  -1.61
H: 2.03 1.46 0.97  0.25
H: -1.64 -1.14 -0.89  0.36
O: -0.93 0.76 0.78  -0.71
O: -1.81 -0.40 -1.49  -0.48
H: -0.85 -1.76 0.67  0.40
C: 0.51 -0.04 0.61  1.23
O: -1.10 1.64 -1.96  -0.42
H: -2.06 1.76 -2.04  0.37
H: 0.13 -1.55 2.09  0.38
C: 1.58 0.53 1.29  -1.20
H: -0.67 1.53 1.31  0.44
H: 0.87 -2.18 0.60  0.32
C: -0.83 0.48 -1.41  0.82
H: 2.03 0.01 2.13  0.25

Output
gap between HOMO and LUMO: 6.18 eV
ΔE to the lowest compared entry with this formula, charge and spin: 421.2 kJ/mol

# 5
ORCA calculation (ωB97M-V/def2-TZVPD) on the molecule C10H18O4Si in a non-equilibrium geometry.

Each line ends with the Mulliken charge.
CARTESIAN COORDINATES (ANGSTROEM)
H: 0.55 0.19 4.31  -0.12
H: -2.54 -2.28 4.95  0.27
C: 2.00 -0.54 -0.60  -0.15
C: -2.20 -1.91 4.01  -0.54
C: -1.31 2.70 -0.11  -1.21
O: 1.64 -0.74 0.68  -0.34
C: 0.13 -0.69 -2.39  -0.75
H: 0.76 2.03 -2.61  0.36
H: -0.46 -0.02 -3.04  0.38
C: 1.11 -1.37 -3.37  -1.44
C: -0.08 0.46 -0.30  -1.20
H: -1.79 1.12 -1.51  0.22
H: -2.13 0.67 0.10  0.40
O: -0.01 -0.16 2.14  -0.24
H: 1.45 2.30 -1.08  0.33
C: 0.37 -0.06 0.85  1.09
H: -0.41 -1.36 -1.73  0.43
H: 1.78 -0.69 -3.77  0.37
H: 2.43 1.36 -2.45  0.39
O: -0.82 -2.01 3.87  -0.23
O: 2.97 -1.11 -1.01  -0.61
H: -0.55 3.35 -0.71  0.24
H: 0.63 -1.98 -4.11  0.40
C: -1.34 1.25 -0.43  -0.79
H: 1.67 -1.71 3.09  -0.08
H: -2.57 -2.53 3.30  0.26
H: 1.65 -2.10 -2.81  0.36
C: 1.46 1.50 -1.94  -1.71
H: -2.23 3.18 -0.24  0.47
C: 0.89 0.22 -1.35  2.75
H: -0.92 2.84 0.91  0.27
H: -2.51 -0.86 3.82  0.26
Si: 0.37 -1.04 3.53  0.17

Output
structure (SMILES): CCC1=C(O[SiH2]OC)OC(=O)[C@@]1(C)CC
gap between HOMO and LUMO: 9.14 eV
ΔE to the lowest compared entry with this formula, charge and spin: 125.7 kJ/mol

# 6
ORCA calculation (ωB97M-V/def2-TZVPD) on a cluster of 2 separate species, H4N2O3Si in total in a non-equilibrium geometry.

Each line ends with the Mulliken charge.
CARTESIAN COORDINATES (ANGSTROEM)
H: 0.79 1.84 -1.72  0.22
H: 0.32 -2.26 -0.63  0.38
O: -1.67 1.13 1.60  -0.54
Si: 0.08 -0.56 0.86  0.32
N: -1.53 0.21 0.79  0.91
O: 0.19 -2.04 0.30  -0.41
N: 1.24 0.93 -1.78  -0.52
H: 0.75 -0.18 2.07  -0.02
O: -2.38 -0.14 -0.02  -0.56
H: 2.20 1.06 -1.47  0.21

Output
gap between HOMO and LUMO (alpha / beta): 9.76 / 7.01 eV
ΔE to the lowest compared entry with this formula, charge and spin: 445.1 kJ/mol